{"formula": "C27H31N2P3Pt", "method": "ωB97M-V with the def2-TZVPD basis set", "elements": ["Pt", "N", "P", "C", "C", "C", "C", "C", "C", "C", "C", "C", "C", "C", "C", "C", "C", "C", "C", "C", "N", "H", "H", "H", "H", "H", "H", "H", "H", "H", "H", "H", "H", "H", "H", "H", "C", "P", "C", "C", "C", "C", "C", "C", "C", "P", "C", "C", "H", "H", "H", "H", "H", "H", "H", "H", "H", "H", "H", "H", "H", "H", "H", "H"], "coordinates": [[0.241, 0.120, 0.897], [-1.809, -2.077, 0.392], [-1.592, -0.658, -0.408], [-2.539, 0.672, 0.229], [-3.109, 0.672, 1.528], [-4.017, 1.650, 1.864], [-4.358, 2.635, 0.931], [-3.793, 2.650, -0.348], [-2.875, 1.689, -0.706], [-1.588, -0.883, -2.132], [-2.826, -1.273, -2.681], [-2.902, -1.514, -4.041], [-1.775, -1.348, -4.843], [-0.562, -0.934, -4.299], [-0.458, -0.703, -2.940], [-1.572, -2.174, 1.769], [-2.187, -3.105, 2.585], [-1.923, -3.052, 3.946], [-1.079, -2.062, 4.450], [-0.492, -1.182, 3.570], [-0.716, -1.247, 2.238], [-2.064, -2.909, -0.133], [-2.869, -0.098, 2.248], [-4.480, 1.649, 2.842], [-5.083, 3.395, 1.200], [-4.096, 3.403, -1.064], [-2.473, 1.666, -1.711], [-3.714, -1.383, -2.068], [-3.842, -1.823, -4.478], [-1.845, -1.536, -5.907], [0.298, -0.793, -4.939], [0.480, -0.371, -2.510], [-2.875, -3.831, 2.171], [-2.389, -3.765, 4.616], [-0.868, -1.991, 5.508], [0.196, -0.418, 3.911], [0.508, 2.737, -1.570], [1.273, 1.895, -0.188], [1.248, 3.028, 1.224], [2.968, 1.471, -0.544], [3.847, 2.366, -1.147], [5.194, 2.034, -1.243], [5.664, 0.830, -0.730], [4.791, -0.074, -0.137], [3.437, 0.251, -0.055], [2.272, -0.943, 0.571], [2.757, -1.554, 2.189], [2.184, -2.354, -0.529], [1.053, 3.672, -1.733], [-0.523, 2.987, -1.328], [0.560, 2.139, -2.480], [1.797, 3.937, 0.953], [1.754, 2.596, 2.090], [0.227, 3.319, 1.482], [3.507, 3.320, -1.531], [5.883, 2.725, -1.712], [6.717, 0.588, -0.797], [5.177, -1.013, 0.242], [3.662, -2.159, 2.073], [1.975, -2.194, 2.598], [2.982, -0.732, 2.870], [3.203, -2.760, -0.548], [1.927, -2.061, -1.545], [1.506, -3.123, -0.160]], "lowdin_charge": [0.832, -0.028, 0.986, -0.343, -0.044, 0.005, 0.053, 0.004, -0.065, -0.366, -0.051, 0.000, 0.023, -0.015, -0.088, -0.366, 0.058, 0.048, 0.022, -0.099, -0.107, 0.160, 0.102, 0.142, 0.149, 0.143, 0.117, 0.131, 0.141, 0.143, 0.135, 0.081, 0.148, 0.151, 0.145, 0.130, -0.178, 0.774, -0.190, -0.384, -0.023, 0.019, 0.018, -0.027, -0.384, 0.818, -0.182, -0.167, 0.087, 0.048, 0.066, 0.092, 0.067, 0.067, 0.129, 0.144, 0.144, 0.130, 0.091, 0.055, 0.080, 0.093, 0.058, 0.074], "spin_multiplicity": 1, "charge": 4, "total_energy_ev": -62557.171, "orbital_gap_ha": 0.2254, "max_force_ev_per_a": 0.92}